a) This record from OMol25 describes C22H14CaCl5NO5S2 as an isolated structure. The level of theory is ωB97M-V with the def2-TZVPD basis set.

The orbital gap is 0.17310 Ha. The value obtained for the LUMO energy is 3.5 eV. The HOMO energy comes out at -1.26 eV.

ORCA input file:
```
! RIJCOSX wB97M-V def2-TZVPD def2/J DEFGRID3
* xyz -2 1
Ca 0.6376 0.7080 0.3488
Cl 3.0796 1.7159 3.2634
C 3.8993 0.9353 1.9330
C 3.1511 0.6165 0.8112
C 3.8614 -0.0038 -0.1960
Cl 2.9659 -0.4461 -1.6472
C 5.2193 -0.3069 -0.1449
Cl 6.0356 -1.0900 -1.4552
C 5.9256 0.0399 1.0041
Cl 7.6184 -0.3062 1.1215
C 5.2608 0.6689 2.0569
Cl 6.1463 1.1019 3.4836
S -0.0293 -1.5933 1.6815
C -0.6765 -0.9779 3.1965
C -0.7744 -1.8935 4.2571
C -1.2731 -1.5505 5.5020
C -1.6965 -0.2469 5.7276
C -1.6086 0.6762 4.6994
C -1.1092 0.3546 3.4271
S -1.0970 1.6481 2.2363
H -0.4370 -2.9063 4.0714
H -1.3261 -2.2964 6.2888
H -2.0887 0.0524 6.6943
H -1.9324 1.6975 4.8612
O -1.6397 1.3700 -3.2856
C -1.2975 0.4992 -2.4750
O -0.5199 0.6567 -1.4913
C -1.9184 -0.8849 -2.6433
C -1.6937 -1.8985 -1.7196
C -2.2627 -3.1499 -1.8979
C -3.0577 -3.3677 -3.0135
C -3.3101 -2.3655 -3.9437
C -2.7360 -1.1254 -3.7454
N -3.6562 -4.6842 -3.2207
O -3.3810 -5.5817 -2.4356
O -4.3899 -4.8441 -4.1929
H -1.1096 -1.6997 -0.8309
H -2.1058 -3.9385 -1.1777
H -3.9432 -2.5722 -4.7931
H -2.8983 -0.3125 -4.4395
C 0.4731 3.8357 -2.9925
C 0.5422 3.4879 -1.5320
C -0.6842 3.7815 -0.7152
O 1.5323 2.9666 -1.0566
H 0.1068 4.8533 -3.1391
H -0.2479 3.1457 -3.4430
H 1.4505 3.7081 -3.4538
H -1.0598 4.7840 -0.9286
H -0.4874 3.6709 0.3512
H -1.4579 3.0674 -1.0072
*
```



b) This record from OMol25 describes C22H14CaCl5NO5S2 as an isolated structure. The level of theory is ωB97M-V with the def2-TZVPD basis set.

The orbital gap is 0.14902 Ha. The value obtained for the LUMO energy is 3.2 eV. The HOMO energy comes out at -0.83 eV.

ORCA input file:
```
! RIJCOSX wB97M-V def2-TZVPD def2/J DEFGRID3
* xyz -2 1
Ca 0.6977 -0.2354 0.5757
Cl 0.5467 -1.1986 3.5631
C 2.1199 -0.4869 3.3998
C 2.4540 0.0390 2.1575
C 3.7315 0.5736 2.0799
Cl 4.2378 1.2642 0.5617
C 4.6293 0.6045 3.1471
Cl 6.2180 1.2767 2.9739
C 4.2347 0.0870 4.3768
Cl 5.3069 0.1406 5.7313
C 2.9647 -0.4699 4.5044
Cl 2.4654 -1.1144 6.0321
S 1.0583 -2.9608 0.3180
C 1.3060 -3.1951 -1.3924
C 1.1853 -4.5070 -1.8898
C 1.3738 -4.8272 -3.2214
C 1.6940 -3.8187 -4.1247
C 1.8136 -2.5192 -3.6662
C 1.6285 -2.1637 -2.3174
S 1.8302 -0.4778 -1.9056
H 0.9332 -5.2799 -1.1728
H 1.2755 -5.8557 -3.5571
H 1.8435 -4.0464 -5.1759
H 2.0621 -1.7226 -4.3583
O -0.7059 1.5067 -0.0826
C -1.5403 0.5837 0.0637
O -1.4282 -0.3471 0.8914
C -2.7336 0.4975 -0.8593
C -3.8034 1.3833 -0.8020
C -4.8984 1.2107 -1.6238
C -4.9197 0.1511 -2.5266
C -3.8422 -0.7312 -2.6092
C -2.7612 -0.5583 -1.7711
N -6.0682 -0.0369 -3.3673
O -6.9992 0.7457 -3.2729
O -6.0637 -0.9480 -4.1722
H -3.7753 2.2107 -0.1042
H -5.7418 1.8842 -1.5843
H -3.8725 -1.5405 -3.3235
H -1.9208 -1.2421 -1.8148
C -0.8453 3.9769 2.3687
C 0.4574 3.2234 2.5329
C 1.4913 3.4718 1.4642
O 0.6307 2.4545 3.4468
H -0.6589 5.0525 2.3899
H -1.5374 3.7033 3.1630
H -1.2702 3.7147 1.3968
H 1.4557 4.4995 1.1025
H 1.2566 2.8087 0.6256
H 2.4840 3.2191 1.8290
*
```



Stability ranking, top and bottom: a) is the most stable and b) is the least stable.



a) This record from OMol25 describes a single C17H16N4OS molecule. The level of theory is ωB97M-V with the def2-TZVPD basis set.

The orbital gap is 0.33003 Ha. The value obtained for the LUMO energy is 0.3 eV. The HOMO energy comes out at -8.64 eV. As for the SMILES: CCn1c(SCC(=O)c2ccccc2)nnc1-c1cccnc1.

ORCA input file:
```
! RIJCOSX wB97M-V def2-TZVPD def2/J DEFGRID3
* xyz 0 1
C -2.1402 -0.7948 -2.3177
H -3.0807 -1.3376 -2.3357
H -2.2073 0.0423 -3.0090
H -1.3468 -1.4610 -2.6495
C -1.8683 -0.2918 -0.9047
N -0.6587 0.4892 -0.8441
C -0.5898 1.8343 -0.6119
N 0.6386 2.2646 -0.7209
N 1.4009 1.2200 -1.0334
C 0.6436 0.1506 -1.1112
C 1.1931 -1.1555 -1.4237
C 2.3284 -1.2200 -2.2358
C 2.8852 -2.4529 -2.5169
C 2.2901 -3.5842 -1.9749
N 1.2331 -3.5330 -1.1831
C 0.7035 -2.3566 -0.9099
H -0.1364 -2.3835 -0.2302
H 2.6764 -4.5750 -2.1729
H 3.7596 -2.5372 -3.1428
H 2.7465 -0.3040 -2.6234
S -1.9664 2.8126 -0.1780
C -1.2223 3.7096 1.2366
C -1.3965 2.7937 2.4327
O -2.2288 3.0092 3.2797
C -0.5734 1.5566 2.4040
C -1.2118 0.3416 2.6470
C -0.5074 -0.8447 2.5598
C 0.8447 -0.8274 2.2560
C 1.4929 0.3802 2.0533
C 0.7900 1.5696 2.1218
H 1.3076 2.5034 1.9643
H 2.5474 0.3978 1.8247
H 1.3949 -1.7539 2.1816
H -1.0122 -1.7841 2.7332
H -2.2660 0.3452 2.8821
H -1.7975 4.6254 1.3621
H -0.1889 3.9161 0.9707
H -1.7955 -1.1268 -0.2036
H -2.6815 0.3621 -0.5765
*
```



b) This record from OMol25 describes a single C17H16N4OS molecule. The level of theory is ωB97M-V with the def2-TZVPD basis set.

The orbital gap is 0.31899 Ha. The value obtained for the LUMO energy is 0.6 eV. The HOMO energy comes out at -8.04 eV. As for the SMILES: O=C(Cc1ccccc1)NCc1n[nH]c(=S)n1-c1ccccc1.

ORCA input file:
```
! RIJCOSX wB97M-V def2-TZVPD def2/J DEFGRID3
* xyz 0 1
O -0.9484 -2.3115 -1.6755
C -1.6066 -1.5377 -1.0151
N -1.0884 -0.8517 0.0345
H -1.6324 -0.1028 0.4372
C 0.3336 -0.8164 0.2490
C 0.9084 0.4877 -0.1931
N 0.1960 1.5089 -0.5462
N 1.0823 2.4985 -0.8067
C 2.3664 2.1043 -0.6021
S 3.7216 2.9989 -0.7956
N 2.2485 0.7834 -0.2052
C 3.3307 -0.0702 0.1046
C 3.4887 -1.2689 -0.5792
C 4.5596 -2.0885 -0.2728
C 5.4732 -1.7102 0.6972
C 5.3195 -0.5057 1.3625
C 4.2478 0.3188 1.0716
H 4.1242 1.2630 1.5782
H 6.0364 -0.2029 2.1103
H 6.3107 -2.3510 0.9275
H 4.6851 -3.0202 -0.8031
H 2.7936 -1.5458 -1.3575
H 0.7814 3.4069 -1.1163
H 0.5679 -0.9747 1.3095
H 0.7589 -1.6438 -0.3283
C -3.0939 -1.3158 -1.2688
C -3.7227 -0.2376 -0.4398
C -4.5480 -0.5509 0.6333
C -5.1119 0.4510 1.4043
C -4.8535 1.7797 1.1148
C -4.0293 2.1029 0.0493
C -3.4684 1.1022 -0.7230
H -2.8224 1.3562 -1.5508
H -3.8253 3.1378 -0.1818
H -5.2945 2.5609 1.7156
H -5.7558 0.1931 2.2322
H -4.7539 -1.5865 0.8633
H -3.1886 -1.0870 -2.3334
H -3.5904 -2.2742 -1.1003
*
```



Stability ranking, top and bottom: b) is the most stable and a) is the least stable.